# C26H31AsN10O4S4V

A molecular structure, C26H31AsN10O4S4V in a non-equilibrium geometry (ωB97M-V/def2-TZVPD, the Open Molecules 2025 dataset).

Values from the calculation:
Kohn-Sham gap (spin up / spin down)   7.580 / 8.079 eV
Total charge   -1
HOMO energy (spin up / spin down)   -5.68 / -6.07 eV
Multiplicity   3

Last column: Löwdin spin population.
Cartesian coordinates (Å):
V -1.5377 1.0464 -0.4697  1.82
N -4.0129 -1.0350 -1.3525  0.00
C -4.2215 -0.1680 -0.2968  0.01
N -5.2875 -0.1410 0.4729  0.00
N -5.0778 0.8864 1.3162  0.01
N -3.9533 1.4554 1.0718  0.01
N -3.3606 0.8103 0.0412  0.00
C -3.1957 -0.5797 -2.3562  0.01
N -3.3396 -0.8071 -3.6524  0.00
N -2.3974 -0.0619 -4.2359  0.00
N -1.7229 0.5841 -3.3501  0.01
N -2.1728 0.2561 -2.1248  0.00
H -4.8305 -1.5453 -1.6467  0.00
C 3.4704 0.5101 -1.4020  0.00
C 2.6365 -0.3719 -2.3122  0.00
S 0.9445 0.2555 -2.7064  0.00
O 0.4639 0.7600 -1.3754  0.01
C 1.3598 1.7814 -3.6517  0.00
C 1.6265 2.9810 -2.7579  0.00
H 4.3024 -0.0550 -0.9804  0.00
H 2.8516 0.8789 -0.5834  0.00
H 3.8833 1.3589 -1.9432  0.00
H 2.4144 -1.3272 -1.8332  0.00
H 3.1133 -0.5679 -3.2739  0.00
H 0.4508 1.9424 -4.2300  0.00
H 2.1801 1.5395 -4.3273  0.00
H 0.8885 3.0071 -1.9547  0.00
H 1.5383 3.9022 -3.3346  0.00
H 2.6143 2.9541 -2.3070  0.00
O 1.3744 3.7419 5.4388  0.00
S 1.8093 3.8113 4.0720  0.00
O 2.7494 4.8504 3.7451  0.00
N 0.5300 3.8449 3.0326  0.01
C 0.5254 2.7921 2.2734  0.01
S -0.6068 2.6023 1.0246  0.02
C 1.6090 1.8042 2.5092  0.00
C 1.8460 0.6061 1.8550  0.00
C 2.9472 -0.1412 2.2557  0.00
C 3.7756 0.2864 3.2882  0.00
C 3.5303 1.4895 3.9425  0.00
C 2.4443 2.2260 3.5283  0.00
H 1.1859 0.2686 1.0633  0.00
H 3.1715 -1.0769 1.7580  0.00
H 4.6202 -0.3214 3.5864  0.00
H 4.1643 1.8423 4.7452  0.00
C 2.4532 -8.9540 1.7497  0.00
C 1.9221 -7.5519 1.5869  0.00
O 2.1394 -6.8416 0.6442  0.00
S 0.9152 -7.0536 2.9712  0.00
C 0.3484 -5.4614 2.4162  0.01
C -0.7287 -5.3966 1.5415  0.00
C -1.1461 -4.1717 1.0569  0.01
C -0.4930 -2.9945 1.4434  0.01
C 0.5676 -3.0789 2.3540  0.01
C 0.9901 -4.3047 2.8349  0.00
C -0.8737 -1.7382 0.8933  0.06
C -1.1628 -0.6697 0.3842  -0.03
H 2.1568 -9.5469 0.8849  0.00
H 2.0742 -9.4150 2.6593  0.00
H 3.5422 -8.9231 1.7787  0.00
H -1.2263 -6.3090 1.2406  0.00
H -1.9743 -4.1097 0.3641  0.00
H 1.0602 -2.1684 2.6693  0.00
H 1.8176 -4.3659 3.5295  0.00
C -1.6377 4.8293 -2.8983  0.00
As -2.2661 3.3711 -1.7274  0.00
C -2.9967 4.5113 -0.3225  0.00
C -3.9647 3.0474 -2.6567  0.00
H -2.4411 5.5465 -3.0610  0.00
H -1.3120 4.4312 -3.8597  0.00
H -0.7972 5.3357 -2.4237  0.00
H -3.6874 5.2443 -0.7430  0.00
H -2.1901 5.0254 0.1974  0.00
H -3.5177 3.8895 0.4057  0.00
H -4.5094 3.9842 -2.7752  0.00
H -4.5709 2.3618 -2.0633  0.00
H -3.7956 2.6009 -3.6372  0.00